Entry 1:
{"formula": "C27H57N2O", "method": "ωB97M-V/def2-TZVPD", "species": ["O", "N", "N", "C", "C", "C", "C", "C", "C", "C", "C", "C", "C", "C", "C", "C", "C", "C", "C", "C", "C", "C", "C", "C", "C", "C", "C", "C", "C", "C", "H", "H", "H", "H", "H", "H", "H", "H", "H", "H", "H", "H", "H", "H", "H", "H", "H", "H", "H", "H", "H", "H", "H", "H", "H", "H", "H", "H", "H", "H", "H", "H", "H", "H", "H", "H", "H", "H", "H", "H", "H", "H", "H", "H", "H", "H", "H", "H", "H", "H", "H", "H", "H", "H", "H", "H", "H"], "positions_angstrom": [[-2.399, -1.353, 3.802], [1.609, 0.595, 5.452], [-0.435, 0.240, 4.059], [-0.172, -1.457, -0.782], [-5.535, -4.768, -6.417], [-3.378, -1.735, -7.048], [2.395, 3.742, -1.680], [-0.064, -0.964, 6.207], [-0.990, 0.477, 8.393], [3.711, 3.779, -2.444], [0.645, -0.039, -0.763], [1.726, -0.040, 1.729], [6.967, 5.137, -1.106], [5.718, 4.856, -0.283], [-0.770, 1.993, 8.910], [-5.305, -2.359, -5.499], [0.859, 1.289, 6.573], [0.656, -0.428, 4.831], [1.542, -1.461, 2.469], [4.818, 2.952, -1.787], [-7.056, -4.785, -6.451], [1.694, -1.416, 4.074], [-4.961, -3.843, -5.342], [-1.398, -0.587, 3.747], [-1.739, -2.190, -2.825], [-0.542, 0.460, 6.814], [-1.654, -1.294, -1.473], [5.236, 3.407, -0.386], [1.997, -0.216, 0.118], [-4.883, -1.722, -6.824], [0.751, 0.598, 1.788], [-5.320, -4.177, -4.360], [2.173, 1.154, 4.788], [4.033, 4.818, -2.570], [4.399, 3.266, 0.307], [-6.384, -2.219, -5.372], [3.538, 3.387, -3.452], [5.693, 2.952, -2.446], [2.330, 0.065, 5.997], [-2.842, -2.507, -2.958], [-7.408, -5.494, -7.206], [2.377, -1.294, -0.034], [7.789, 4.482, -0.805], [-1.453, 0.998, 6.336], [-7.465, -5.092, -5.484], [2.494, 4.181, -0.683], [-1.882, -0.198, -1.736], [-3.873, -3.964, -5.320], [0.306, 2.128, 9.289], [2.540, 0.623, 2.232], [2.769, 0.590, -0.169], [2.378, -2.154, 2.053], [-0.436, -0.323, 9.007], [-7.466, -3.804, -6.703], [0.759, 2.421, 6.441], [1.632, 4.311, -2.218], [2.801, -1.198, 4.305], [4.489, 1.907, -1.726], [-2.858, -1.216, -6.238], [0.528, -1.981, 2.247], [0.937, 0.243, -1.856], [0.449, -2.300, -1.254], [2.036, 2.714, -1.571], [-1.119, -3.150, -2.681], [-5.148, -4.493, -7.404], [-3.133, -1.228, -7.986], [-2.135, 0.265, 8.404], [-0.061, 0.781, -0.378], [1.453, 0.996, 7.532], [-2.441, -1.705, -0.721], [-0.947, 2.761, 8.053], [5.940, 5.071, 0.768], [6.034, 2.743, -0.032], [4.921, 5.546, -0.577], [-1.536, 2.261, 9.736], [-1.374, -1.519, -3.686], [1.480, -2.481, 4.474], [0.687, -1.342, 7.009], [-0.803, -1.836, 6.122], [-4.833, -1.807, -4.675], [7.289, 6.172, -0.959], [-0.392, -1.780, 0.310], [-5.383, -2.217, -7.663], [-5.181, -5.786, -6.221], [-5.225, -0.682, -6.833], [6.787, 4.996, -2.175], [-2.988, -2.754, -7.112]], "forces_ev_per_a": [[6.5, 5.1, -1.2], [-0.2, 0.1, 1.0], [-2.3, -3.7, -1.6], [-0.9, 1.1, 0.6], [0.0, 0.0, 0.1], [0.0, 0.0, -0.2], [-0.1, 0.2, 0.0], [0.6, 0.8, 0.8], [-0.2, 0.6, -1.1], [0.0, -0.1, 0.0], [0.3, -1.2, -0.3], [-1.1, 0.4, -0.6], [0.0, 0.2, 0.0], [0.0, -0.1, 0.1], [-0.3, 0.0, 0.1], [-0.2, 0.0, 0.0], [-1.0, 0.2, 2.4], [0.6, -2.1, 1.0], [0.3, -0.1, 0.1], [0.1, 0.0, -0.1], [0.0, 0.0, -0.2], [-0.6, -1.3, -0.9], [0.1, 0.0, 0.0], [-2.5, -1.7, 3.1], [-0.5, 0.5, 0.9], [-0.2, 0.3, 0.6], [0.5, -1.2, -0.1], [-0.1, 0.0, 0.1], [-0.5, 0.4, 0.7], [0.0, 0.1, 0.1], [1.7, -1.2, 0.2], [0.0, 0.0, -0.1], [-0.9, 0.1, 0.1], [0.0, -0.1, 0.0], [0.0, 0.0, 0.0], [0.1, 0.0, 0.0], [0.1, 0.1, 0.1], [0.0, 0.0, 0.1], [-0.8, 0.1, -1.1], [1.8, 0.6, -0.2], [-0.1, 0.1, 0.1], [-0.2, 1.8, 0.0], [0.0, 0.0, -0.1], [1.9, -1.2, 0.2], [0.0, 0.1, -0.1], [0.0, 0.0, 0.0], [0.3, -1.7, 0.6], [0.0, 0.0, 0.0], [-1.7, -0.1, -0.4], [-1.1, -1.4, -0.8], [-1.1, -1.5, 0.2], [-1.5, 1.0, 0.9], [-0.8, 1.4, -0.8], [0.0, -0.1, 0.0], [0.3, -1.9, 0.1], [0.0, -0.1, 0.1], [-1.7, 0.0, -0.1], [0.0, 0.1, 0.0], [0.0, -0.1, 0.0], [1.7, 1.1, 0.1], [-0.5, -0.5, 1.9], [-0.9, 1.4, 0.5], [0.0, 0.0, 0.0], [-0.9, 1.6, -0.5], [0.0, 0.0, 0.1], [0.1, -0.1, 0.1], [2.1, 0.1, 0.0], [1.2, -1.1, -0.4], [-0.8, 1.2, -1.6], [1.3, 0.9, -1.3], [0.2, -1.4, 1.4], [-0.1, 0.0, -0.1], [0.0, 0.0, 0.0], [0.0, -0.1, 0.0], [1.5, -0.5, -1.3], [-0.5, -1.5, 1.1], [0.4, 1.7, -0.6], [-0.8, 0.5, -1.6], [0.8, 1.7, -0.4], [0.0, 0.0, -0.1], [0.0, -0.1, -0.1], [0.6, 0.6, -1.7], [0.0, 0.0, 0.1], [0.0, 0.1, 0.0], [0.0, -0.1, 0.0], [0.1, 0.0, 0.1], [0.0, 0.1, 0.0]], "e_lumo_ev": -3.19, "relative_energy_kcal_mol": 0.00, "orbital_gap_ev": 8.82, "total_charge": 1}

***

Entry 2:
{"formula": "C24H25BF4IrN7OS", "method": "ωB97M-V/def2-TZVPD", "species": ["Ir", "S", "F", "F", "F", "F", "O", "N", "N", "N", "N", "N", "N", "N", "C", "C", "C", "C", "C", "C", "C", "C", "C", "C", "C", "C", "C", "C", "C", "C", "C", "C", "C", "C", "C", "C", "C", "C", "B", "H", "H", "H", "H", "H", "H", "H", "H", "H", "H", "H", "H", "H", "H", "H", "H", "H", "H", "H", "H", "H", "H", "H", "H", "H"], "positions_angstrom": [[0.564, -0.543, 0.280], [2.498, -0.514, -0.924], [0.056, -2.072, 3.124], [1.208, -3.988, 2.593], [0.686, -2.497, 0.899], [-0.990, -3.723, 1.915], [0.045, 1.022, -0.893], [-0.204, -1.431, -1.307], [-1.496, -0.730, 0.864], [0.553, -1.724, -2.413], [0.260, 1.376, 1.473], [1.992, -0.364, 1.940], [-0.610, 2.266, 0.923], [2.626, -1.611, -3.332], [3.984, -1.108, -3.498], [0.775, 1.539, 2.635], [1.811, -1.344, -2.308], [-3.248, 4.408, -1.564], [-2.136, -2.440, -2.430], [-2.524, 3.062, -3.428], [-3.466, -1.903, 0.192], [-3.326, 4.069, -2.910], [0.503, 2.696, 3.530], [3.126, -0.777, 4.448], [3.419, -1.615, 3.390], [1.714, 0.455, 2.981], [-1.568, 2.719, -1.250], [-3.366, -0.845, 2.327], [-2.371, 3.735, -0.732], [-1.643, 2.384, -2.600], [-2.179, -1.461, -0.046], [4.036, 0.247, -4.185], [-1.452, -1.768, -1.297], [2.837, -1.386, 2.160], [-4.065, -1.597, 1.403], [2.272, 0.291, 4.232], [-0.671, 1.969, -0.356], [-2.079, -0.436, 2.026], [0.190, -3.148, 2.279], [-2.296, 3.990, 0.316], [-1.499, 0.139, 2.730], [4.448, -1.064, -2.512], [-3.870, 5.197, -1.165], [-5.065, -1.948, 1.619], [-0.051, 2.366, 4.413], [-3.081, -1.937, -2.641], [2.021, 0.982, 5.024], [-1.508, -2.433, -3.314], [-0.086, 3.443, 3.007], [3.547, -0.954, 5.428], [-2.357, -3.477, -2.167], [4.079, -2.463, 3.504], [-4.014, 4.597, -3.557], [3.040, -2.027, 1.316], [-1.007, 1.602, -2.993], [1.436, 3.142, 3.874], [4.534, -1.859, -4.065], [2.166, -2.019, -4.132], [-3.796, -0.583, 3.283], [5.070, 0.568, -4.307], [3.578, 0.202, -5.173], [-3.980, -2.489, -0.555], [3.512, 1.002, -3.598], [-2.582, 2.810, -4.478]], "forces_ev_per_a": [[-0.8, 1.1, -1.0], [0.5, -0.2, -0.2], [-0.1, 0.1, 0.1], [-0.1, 0.0, 0.1], [0.4, 0.0, 0.2], [0.0, 0.0, 0.1], [0.0, 0.0, 0.2], [-0.1, -0.7, -0.8], [-0.1, -0.5, 0.4], [0.1, 0.3, 0.4], [0.2, 0.2, 0.9], [0.0, -0.5, 1.3], [0.3, -0.5, -0.5], [-0.2, 0.0, -0.1], [0.0, -0.1, 0.1], [0.1, -0.2, -0.2], [0.0, 0.1, 0.0], [0.0, 0.0, 0.0], [0.0, 0.0, 0.0], [0.0, 0.0, 0.0], [0.0, 0.1, 0.0], [0.0, 0.0, 0.0], [-0.1, 0.0, 0.0], [0.0, -0.1, 0.0], [0.1, -0.1, 0.0], [-0.1, 0.2, -0.5], [0.0, 0.0, 0.1], [0.0, 0.0, 0.0], [0.0, 0.0, -0.1], [0.0, 0.0, 0.0], [0.2, 0.1, -0.2], [0.0, 0.0, 0.0], [-0.1, 0.0, 0.5], [-0.1, 0.4, -0.3], [0.0, 0.0, 0.0], [-0.1, 0.1, -0.1], [-0.1, 0.3, 0.2], [0.0, 0.0, -0.1], [0.0, -0.2, -0.2], [0.0, 0.0, 0.0], [0.0, 0.0, 0.0], [0.0, 0.0, 0.0], [0.0, 0.0, 0.0], [0.0, 0.0, 0.0], [0.0, 0.0, 0.0], [0.0, 0.0, 0.0], [0.0, 0.0, 0.0], [0.0, 0.0, 0.0], [0.0, 0.0, 0.0], [0.0, 0.0, 0.0], [0.0, 0.0, 0.0], [0.0, 0.0, 0.0], [0.0, 0.0, 0.0], [0.0, -0.1, 0.0], [0.0, 0.0, 0.0], [0.0, 0.0, 0.0], [0.0, 0.0, 0.0], [0.0, 0.0, 0.0], [0.0, 0.0, 0.0], [0.0, 0.0, 0.0], [0.0, 0.0, 0.0], [0.0, 0.0, 0.0], [0.0, 0.0, 0.0], [0.0, 0.0, 0.0]], "e_lumo_ev": [-3.60, -4.68], "relative_energy_kcal_mol": 29.62, "multiplicity": 2, "orbital_gap_ev": [7.58, 6.60], "total_charge": 1}

***

Entry 3:
{"formula": "C2H4NO3P", "method": "ωB97M-V/def2-TZVPD", "species": ["P", "O", "O", "O", "N", "C", "C", "H", "H", "H", "H"], "positions_angstrom": [[-0.578, -0.096, -0.141], [-1.599, -0.361, -1.434], [-1.501, -0.813, 0.888], [-0.773, 1.418, 0.244], [1.933, 0.791, 0.064], [1.085, -0.224, 0.608], [2.253, -0.353, -0.357], [-2.539, -0.308, -1.142], [2.946, -0.952, -0.878], [0.154, 1.677, 0.309], [-1.382, -0.779, 1.838]], "forces_ev_per_a": [[-1.7, -0.5, -0.2], [0.5, 0.4, 0.9], [-1.7, -1.6, 0.7], [-0.3, 1.2, -0.5], [2.3, 1.3, -1.6], [0.4, -2.8, -1.5], [-2.0, 0.9, 2.9], [0.9, -0.1, -0.2], [0.8, -0.1, -0.6], [0.2, 1.2, 0.3], [0.6, 0.2, -0.1]], "smiles": "OP(O)(O)=c1cn1", "e_lumo_ev": 0.24, "relative_energy_kcal_mol": 101.17, "orbital_gap_ev": 8.35, "total_charge": 0}

***

Entry 4:
{"formula": "CH2I3P", "method": "ωB97M-V/def2-TZVPD", "species": ["I", "I", "I", "P", "C", "H", "H"], "positions_angstrom": [[-1.457, 2.316, 0.047], [-1.509, -0.845, 1.600], [-1.485, -0.585, -2.024], [2.494, -0.630, 0.118], [-1.063, 0.312, -0.104], [1.567, -0.091, -0.701], [1.454, -0.478, 1.064]], "forces_ev_per_a": [[0.1, 0.3, 0.0], [0.1, 0.2, -0.5], [0.3, 0.4, 1.1], [0.6, -0.5, 1.0], [-0.7, -0.9, -0.5], [-0.8, 0.7, -1.5], [0.3, -0.2, 0.5]], "e_lumo_ev": [-1.59, -1.23], "relative_energy_kcal_mol": 68.00, "orbital_gap_ev": [7.29, 7.20], "total_charge": 0}

***

Entry 5:
{"formula": "C18H20ClN3O2", "method": "ωB97M-V/def2-TZVPD", "species": ["Cl", "O", "O", "N", "N", "N", "C", "C", "C", "C", "C", "C", "C", "C", "C", "C", "C", "C", "C", "C", "C", "C", "C", "C", "H", "H", "H", "H", "H", "H", "H", "H", "H", "H", "H", "H", "H", "H", "H", "H", "H", "H", "H", "H"], "positions_angstrom": [[-5.643, 1.925, -0.959], [1.474, -3.572, -0.419], [-0.788, -0.472, 2.148], [5.376, 1.352, -1.252], [-0.521, 0.997, 0.455], [1.829, -0.779, -0.486], [4.099, 1.029, -1.285], [-3.193, -1.370, 0.857], [-1.244, 0.116, 1.186], [-4.483, -1.624, 0.429], [1.803, 0.668, -0.365], [3.782, 1.574, 1.002], [5.126, 1.916, 1.046], [1.188, -2.825, -1.576], [5.879, 1.789, -0.109], [-5.243, -0.615, -0.140], [2.093, -1.522, 0.733], [-4.695, 0.652, -0.270], [0.873, 1.250, 0.724], [-3.401, 0.920, 0.144], [0.745, -1.403, -1.218], [2.486, -2.948, 0.338], [3.237, 1.122, -0.193], [-2.642, -0.101, 0.705], [-0.183, -1.468, -0.629], [-0.911, 1.379, -0.392], [-6.251, -0.803, -0.472], [-4.905, -2.611, 0.541], [6.931, 2.044, -0.127], [3.180, 1.662, 1.894], [2.630, -3.568, 1.224], [1.211, -1.564, 1.391], [0.392, -3.359, -2.098], [5.574, 2.271, 1.961], [1.453, 1.047, -1.336], [1.081, 0.795, 1.694], [1.039, 2.331, 0.784], [0.549, -0.840, -2.134], [2.081, -2.771, -2.218], [-2.595, -2.144, 1.313], [2.923, -1.055, 1.266], [3.731, 0.669, -2.238], [3.419, -2.914, -0.246], [-3.012, 1.923, 0.055]], "forces_ev_per_a": [[-0.1, 0.1, -0.1], [-0.1, -0.1, 0.1], [0.0, -0.2, 0.2], [0.2, -0.1, -0.5], [0.1, 0.2, -0.2], [-0.2, 0.0, -0.1], [-0.3, 0.0, 0.1], [0.1, 0.1, 0.0], [-0.1, 0.1, -0.1], [0.0, 0.0, 0.0], [0.0, 0.1, 0.2], [0.0, 0.0, -0.2], [0.1, 0.0, 0.0], [-0.3, 0.3, -0.2], [0.1, 0.1, 0.4], [0.0, 0.1, 0.0], [0.1, -0.4, 0.0], [0.1, -0.2, 0.0], [0.3, 0.0, -0.2], [0.0, -0.1, 0.0], [0.1, -0.4, -0.1], [0.2, 0.2, 0.3], [0.1, 0.2, 0.1], [-0.3, -0.2, 0.0], [0.0, 0.0, -0.1], [-0.1, -0.1, 0.1], [-0.1, 0.0, 0.0], [0.0, -0.1, 0.0], [0.1, 0.0, 0.1], [-0.1, 0.0, 0.1], [0.0, 0.1, 0.0], [0.1, 0.1, 0.0], [0.1, 0.0, 0.0], [0.1, 0.0, 0.1], [0.0, 0.0, 0.1], [0.0, 0.1, -0.1], [0.0, -0.1, 0.1], [0.0, 0.0, 0.0], [-0.1, 0.0, 0.0], [0.1, -0.1, 0.1], [0.0, 0.0, 0.1], [-0.1, -0.1, -0.1], [-0.1, 0.0, 0.1], [0.0, 0.1, 0.0]], "smiles": "O=C(NC[C@@H](c1cccnc1)N1CCOCC1)c1cccc(Cl)c1", "e_lumo_ev": 0.43, "relative_energy_kcal_mol": 9.62, "orbital_gap_ev": 8.94, "total_charge": 0}

***

Entry 6:
{"formula": "C11H24N2O5S", "method": "ωB97M-V/def2-TZVPD", "species": ["S", "O", "O", "O", "O", "O", "N", "N", "C", "C", "C", "C", "C", "C", "C", "C", "C", "C", "C", "H", "H", "H", "H", "H", "H", "H", "H", "H", "H", "H", "H", "H", "H", "H", "H", "H", "H", "H", "H", "H", "H", "H", "H"], "positions_angstrom": [[-4.157, -1.413, 0.994], [-1.861, -0.278, 2.698], [-3.615, 0.811, 3.298], [1.549, -3.031, -0.365], [-1.277, 2.262, -3.042], [-3.581, 0.172, 1.205], [3.638, -2.861, -1.239], [-2.821, 2.956, -1.523], [1.112, 1.201, 1.307], [3.260, -1.741, -2.088], [-3.036, 0.271, 2.471], [5.002, -3.351, -1.282], [-0.960, -0.293, 1.556], [-2.101, 4.188, -1.254], [-4.060, 2.694, -0.815], [1.382, -1.201, 1.990], [0.457, 0.032, 2.058], [2.707, -3.406, -0.439], [-2.311, 2.093, -2.423], [0.387, 0.331, 3.102], [2.418, -0.869, 2.007], [2.034, 1.440, 1.831], [4.116, -1.413, -2.672], [1.183, -1.825, 2.864], [1.195, -1.814, 1.100], [-2.634, 4.775, -0.510], [3.090, -4.245, 0.165], [-1.235, 0.418, 0.782], [-4.782, 3.485, -1.033], [-0.930, -1.314, 1.180], [-4.479, 1.737, -1.119], [1.294, 0.998, 0.255], [5.128, -4.185, -0.595], [5.689, -2.551, -0.999], [-1.099, 3.957, -0.889], [2.901, -0.917, -1.470], [-3.864, 2.671, 0.258], [-2.004, 4.766, -2.175], [2.455, -2.044, -2.758], [0.482, 2.084, 1.426], [5.240, -3.684, -2.294], [-2.983, -2.094, 0.991], [-2.932, 1.189, -2.554]], "forces_ev_per_a": [[0.0, 0.2, -0.2], [0.8, 0.0, -1.4], [-2.6, 2.5, 3.6], [0.1, -0.3, -0.4], [0.0, 0.1, 0.1], [0.5, -1.2, -0.5], [0.2, 0.0, 0.0], [-0.1, -0.1, 0.0], [-0.6, 0.1, 0.8], [-0.2, -0.1, 0.1], [1.0, -1.2, -1.8], [-0.1, 0.2, -0.1], [1.3, -0.5, 0.6], [0.1, -0.2, -0.2], [0.2, 0.3, 0.0], [-0.7, 0.1, 0.3], [0.7, -0.2, -0.4], [-0.1, -0.1, 0.0], [0.0, -0.1, -0.1], [-0.2, 0.1, 0.1], [0.1, -0.2, 0.0], [0.3, 0.0, -0.3], [0.0, -0.1, 0.0], [0.2, -0.1, 0.0], [0.2, 0.4, 0.3], [0.0, -0.1, 0.0], [0.0, 0.0, 0.0], [-0.4, -0.1, 0.0], [-0.1, -0.1, 0.1], [-0.3, 0.0, -0.3], [0.1, 0.0, 0.0], [0.0, 0.0, -0.1], [-0.1, 0.0, 0.0], [0.1, -0.1, 0.0], [0.0, 0.1, 0.0], [0.0, 0.0, -0.1], [-0.2, -0.1, 0.0], [0.1, 0.1, 0.1], [0.0, 0.1, 0.0], [0.0, 0.1, -0.3], [0.1, 0.0, 0.0], [-0.2, 0.3, -0.1], [0.0, 0.0, 0.0]], "smiles": "CC(C)COC(=O)OS.CN(C)C=O.CN(C)C=O", "e_lumo_ev": 0.33, "relative_energy_kcal_mol": 34.80, "orbital_gap_ev": 9.55, "total_charge": 0}